[1]
13
Properties=species:S:1:pos:R:3:forces:R:3:mulliken_spin:R:1 method="wB97M-V/def2-TZVPD" homo_lumo_gap_ha="0.310 / 0.206" homo_energy_ev="-18.47 / -19.91" charge=+2 multiplicity=7 e_above_lowest_kcal_mol=77.79
H 0.5985 0.6735 -0.9479 -1.256 -0.885 3.282 0.00
O 1.6345 -1.0713 -1.1581 1.973 -1.997 2.677 0.15
C 1.6817 -0.6201 -0.0306 -4.302 0.689 -7.778 -0.17
O 2.5649 -0.0078 0.5721 1.556 0.188 2.975 0.02
Ru 4.4307 0.2415 0.7216 2.318 0.360 0.344 5.96
O 0.4204 0.2361 0.0362 1.235 2.416 -1.636 0.04
C -0.8817 -0.4396 -0.0273 -1.803 -0.959 -0.203 0.00
C -1.9468 0.5903 0.2382 0.000 0.217 0.160 0.00
H -0.8322 -1.2359 0.7193 0.019 0.195 -0.009 0.00
H -0.9831 -0.8764 -1.0278 0.172 -0.026 0.283 0.00
H -1.7908 1.0870 1.2039 -0.091 -0.136 -0.238 0.00
H -2.9191 0.0815 0.2632 0.231 0.100 -0.051 0.00
H -1.9772 1.3411 -0.5629 -0.053 -0.163 0.195 0.00

[2]
13
Properties=species:S:1:pos:R:3:forces:R:3:lowdin_charge:R:1 method="wB97M-V/def2-TZVPD" homo_lumo_gap_ha=0.397 homo_energy_ev=-10.42 e_above_lowest_kcal_mol=29.63
C -0.3136 -0.6069 -0.4739 0.482 2.401 -1.774 -0.43
C -0.4978 0.7736 1.5841 -1.539 -0.363 2.774 -0.11
C -0.2335 0.7790 0.1052 5.190 -0.842 0.356 -0.22
O 2.4349 -0.9898 -2.2164 -1.827 -0.023 0.661 -0.39
O -0.1314 -0.4257 -2.0456 0.644 -1.204 2.928 -0.29
O 0.7015 -1.5082 -0.2596 1.186 0.042 -1.219 -0.23
S 1.1120 -1.5391 -1.9459 0.679 -0.193 -0.156 1.02
H -1.2280 -0.9733 -0.1618 -2.228 -1.485 -0.327 0.12
H -1.6037 0.4454 1.6796 1.552 0.577 0.276 0.10
H -0.3627 1.7033 2.3240 -0.191 -1.674 -2.366 0.12
H 0.0932 -0.0501 2.0925 -0.551 0.877 -0.672 0.09
H 0.8575 1.0569 -0.1683 -1.566 0.095 0.662 0.16
H -0.8285 1.3349 -0.5138 -1.830 1.792 -1.143 0.09

[3]
14
Properties=species:S:1:pos:R:3:forces:R:3:lowdin_charge:R:1 method="wB97M-V/def2-TZVPD" smiles="CC(C(O)O)=S(=O)=O" homo_lumo_gap_ha="0.298 / 0.298" homo_energy_ev="-9.76 / -9.76" e_above_lowest_kcal_mol=98.87
C 0.5668 -0.5291 0.0917 -0.472 3.464 2.655 -0.13
C 0.3443 -0.3250 1.9125 -0.578 0.221 -3.760 -0.01
C -0.7748 -0.5760 -0.6209 -0.404 -0.012 -1.838 -0.50
O 1.5510 1.1435 -1.8571 -1.118 0.071 -1.007 -0.29
O 2.2893 1.5505 0.3460 1.932 1.689 2.839 -0.29
O -0.6871 -1.0013 -2.0083 -2.117 -1.992 3.185 0.02
O -1.4428 0.6807 -0.5935 0.732 0.426 0.606 -0.04
S 1.2959 1.0136 -0.4598 -0.553 -3.884 -1.273 0.81
H -0.7114 0.0502 1.9379 1.028 -0.262 0.364 0.06
H 0.4086 -1.3447 2.3220 0.325 0.683 -0.035 0.05
H 1.0776 0.4576 2.2305 -0.638 -1.143 -0.057 0.05
H -1.4266 -1.2466 -0.0907 -0.031 -0.964 -0.098 0.14
H -0.1084 -0.4526 -2.4553 2.054 1.971 -1.364 0.02
H -2.3824 0.5791 -0.7550 -0.162 -0.269 -0.215 0.10

[4]
16
Properties=species:S:1:pos:R:3:forces:R:3:lowdin_charge:R:1 method="wB97M-V/def2-TZVPD" homo_lumo_gap_ha="0.202 / 0.241" homo_energy_ev="0.59 / -0.54" charge=-2 e_above_lowest_kcal_mol=0.00
C 1.2351 1.1781 -0.0469 -0.911 -0.768 -0.065 -0.09
C 0.6138 -0.1954 -0.5229 0.186 1.578 -1.799 -0.53
C -0.3891 -0.5785 0.4782 -0.962 -1.500 -1.478 -0.26
O -1.6794 2.6683 1.2605 0.109 0.271 -0.611 -0.67
O 0.1561 -3.0382 -0.1042 -0.325 -0.590 -0.332 -0.58
O -2.0861 2.4107 -1.3242 0.204 -0.707 2.897 -0.70
O -1.8851 -2.7586 1.2378 0.224 0.531 -0.619 -0.62
O 1.7145 -1.1739 -0.5818 -0.914 0.396 -0.585 -0.17
S -2.1773 1.8219 0.1299 -0.154 0.200 -2.142 0.63
S -1.1449 -2.2415 0.0241 -0.144 0.413 1.394 0.65
H 2.2613 0.9439 -0.1629 1.394 0.486 0.181 0.04
H 0.9465 2.0964 -0.5376 -0.149 -0.104 -1.009 0.05
H 0.9546 1.4591 0.9736 0.276 -0.695 0.201 0.06
H 0.1462 -0.0415 -1.5860 0.803 -0.410 1.646 0.15
H 0.1168 -0.4717 1.3980 -0.217 -0.277 1.742 0.05
H 1.2171 -2.0790 -0.6358 0.580 1.177 0.580 0.01

[5]
11
Properties=species:S:1:pos:R:3:forces:R:3:lowdin_charge:R:1 method="wB97M-V/def2-TZVPD" smiles="COC(C)=S" homo_lumo_gap_ha=0.334 homo_energy_ev=-8.83 e_above_lowest_kcal_mol=67.70
C -0.0976 0.7759 1.2407 -1.964 -1.769 5.649 -0.19
C 0.8123 -0.3730 -0.5613 4.886 1.042 3.118 -0.83
C -0.4582 -0.5513 -1.1231 1.050 2.723 -1.663 -0.13
H 0.0022 1.3769 2.2756 0.434 -1.059 -2.625 0.14
H -0.9409 1.1890 0.7383 -0.234 0.768 -0.986 0.06
H -0.5017 -0.2617 1.6399 0.427 1.815 -0.498 0.12
H -0.7437 0.5134 -1.1122 -0.667 -0.074 -1.827 0.12
H -1.1073 -0.8875 -0.4588 -3.149 -2.447 2.705 0.04
H -0.0768 -1.1642 -1.9358 -2.035 0.316 -0.864 0.05
O 1.0727 0.5146 0.5956 0.091 -1.693 -3.745 -0.15
S 2.0391 -1.1322 -1.2989 1.161 0.380 0.736 0.77

[6]
11
Properties=species:S:1:pos:R:3:forces:R:3:lowdin_charge:R:1 method="wB97M-V/def2-TZVPD" homo_lumo_gap_ha=0.321 homo_energy_ev=-8.71 e_above_lowest_kcal_mol=79.69
C 0.6621 -0.2726 0.9991 0.467 2.196 -1.031 -0.09
C 0.6934 -0.6469 -0.4378 0.021 1.139 -2.479 -0.13
C -0.0570 0.5830 -0.0095 -2.705 -0.499 -0.273 -0.46
O 0.0033 1.9211 -0.2490 1.106 -1.104 1.636 0.02
S -2.3890 0.0695 -0.3284 3.631 -1.737 1.097 0.37
H 0.2466 -0.9257 1.6869 -1.190 -0.891 1.152 0.09
H 1.5137 0.2459 1.3768 0.683 0.246 0.252 0.11
H 1.5578 -0.5756 -1.1744 -1.062 -0.194 1.374 0.14
H -0.1300 -1.2939 -0.6960 0.752 -0.816 -0.384 0.04
H -0.2773 2.1312 -1.1304 -0.186 -0.196 -0.884 0.10
H -1.8235 -1.2359 -0.0373 -1.517 1.855 -0.460 -0.18

[7]
12
Properties=species:S:1:pos:R:3:forces:R:3:lowdin_charge:R:1 method="wB97M-V/def2-TZVPD" smiles="CSC(=S)CO" homo_lumo_gap_ha=0.309 homo_energy_ev=-8.74 e_above_lowest_kcal_mol=69.42
C 1.4567 -0.8246 -0.1789 -0.341 -2.557 -0.430 -0.40
C -0.4087 0.9797 1.0397 -0.664 0.138 -1.721 -1.14
C -1.2973 0.1037 0.0769 8.034 -2.441 -0.200 -0.31
H 2.4818 -1.0889 -0.3741 1.154 1.474 -0.085 0.00
H 0.9598 -0.6463 -1.2431 0.769 -0.320 2.875 0.09
H 1.3800 -1.9575 0.2333 -1.398 2.507 -0.592 0.09
H -2.2578 0.2623 0.2593 -4.157 0.276 0.823 0.05
H -0.7275 -0.9196 0.3401 -2.718 1.416 -0.354 0.12
H -0.8361 1.1403 -1.7069 -0.655 -3.153 1.719 0.18
O -0.9479 0.1555 -1.3213 -0.123 3.729 -1.011 -0.16
S 1.2850 0.4955 1.1661 -0.456 -0.702 -1.321 0.84
S -1.0881 2.3001 1.7088 0.556 -0.365 0.296 0.65

[8]
12
Properties=species:S:1:pos:R:3:forces:R:3:lowdin_charge:R:1 method="wB97M-V/def2-TZVPD" homo_lumo_gap_ha=0.184 homo_energy_ev=-9.22 e_above_lowest_kcal_mol=133.97
C 0.0011 0.8883 -0.8349 2.135 0.259 2.479 -0.22
C 0.4382 1.5445 0.5205 1.321 4.169 -0.983 -0.20
O 0.9341 2.6888 0.5420 -1.311 -3.226 0.070 0.02
C -0.0825 -0.6042 -0.4908 -3.709 -0.348 -2.600 -0.69
S -1.7556 -1.1296 -0.9547 1.374 0.092 1.255 0.67
S 0.4873 -2.5300 1.6464 1.373 0.727 0.408 0.47
H -0.9352 1.3095 -1.1020 -1.050 0.157 0.001 0.07
H 0.6784 1.2171 -1.6389 0.169 -0.551 0.475 0.13
H 0.2863 1.0322 1.5056 -0.084 -0.094 -0.693 0.13
H 0.4455 -1.3802 -0.9898 1.444 0.044 -0.133 0.03
H 0.1562 -0.7509 0.6689 0.180 -1.056 0.292 -0.03
H -0.6538 -2.2856 1.1277 -1.842 -0.175 -0.571 -0.36